[1]
Molecular formula: C25H45BrCl12I2N2OP
Method: DFT, wB97M-V/def2-TZVPD

Each line ends with the Mulliken charge.
Geometry (Å):
I: 1.119892 -1.167915 -0.322680  0.2462
I: 1.240821 -1.582932 3.060483  0.2197
Br: -3.367712 2.416285 -3.678704  -0.2283
Cl: 4.358175 -2.640536 3.825971  -0.1826
Cl: 6.176324 -0.929709 -1.928212  -0.1632
Cl: 0.392509 -4.419490 3.983153  -0.1547
Cl: -2.002058 5.569649 -2.037430  -0.2260
Cl: 7.650359 1.935082 -3.085765  -0.1799
Cl: 1.934821 3.075616 -1.694807  -0.0985
Cl: -2.177969 -1.425585 -3.722441  -0.0763
Cl: -4.274542 6.674988 -4.236232  -0.1650
Cl: -2.296556 -6.013750 2.673263  -0.1802
Cl: 4.170656 1.761176 0.549278  -0.1554
Cl: -3.271978 -4.393904 -2.566583  -0.1697
Cl: 5.918360 -2.899239 6.836762  -0.1805
P: -4.356811 2.302672 -1.662830  0.3588
O: -4.612889 3.863031 -1.289990  -0.4768
N: -2.123574 3.076095 -0.238956  0.3330
N: -5.582467 1.041749 0.899482  -0.4583
C: -1.171754 0.609259 0.432176  0.2952
C: -2.362339 0.746877 -0.321783  0.4647
C: 1.418030 3.102954 1.934696  -1.9435
C: -2.865319 -4.002200 -4.260006  -0.4365
C: -0.704059 -1.185615 2.281403  -0.4183
C: -4.192527 -0.896878 0.267380  -0.2723
C: -0.708632 -0.792236 0.755723  -1.3056
C: 4.363626 1.892476 -1.220776  0.0044
C: 4.629542 -3.954357 6.207196  -0.3978
C: 7.897265 0.273724 -3.689646  -0.4052
C: -0.468726 1.769142 0.824494  0.7847
C: -1.468688 -0.218201 3.186764  -1.4872
C: 6.643662 -0.557231 -3.610996  -0.5144
C: -1.715031 5.903188 -3.777194  -0.3682
C: -5.548771 -0.211341 0.129541  -1.0243
C: 4.727003 -4.142346 4.715905  -0.4475
C: -1.715851 -3.033328 -4.343679  -0.5588
C: -2.537261 7.074160 -4.240021  -0.4077
C: -0.425153 -5.864934 4.656013  -0.5931
C: -2.814144 2.011851 -0.659512  -0.0390
C: -1.000444 2.985998 0.472557  -0.3431
C: 0.823525 1.735213 1.583317  0.8481
C: -3.165143 -0.434776 -0.802215  -2.0189
C: 3.726110 3.134015 -1.781782  -0.6690
C: -0.948313 -6.767658 3.569301  -0.4267
H: -5.360420 0.846778 1.868611  0.2017
H: -1.407581 -2.905553 -5.379512  0.3404
H: -2.260081 7.329016 -5.261147  0.3294
H: 1.578178 1.222225 0.990535  0.0081
H: -0.171404 -7.016499 2.851275  0.2993
H: -1.197994 -2.152305 2.337781  0.9634
H: -0.862326 -3.379037 -3.766176  0.2955
H: -3.703418 -0.210118 -1.721305  0.8848
H: 4.056591 4.027978 -1.259825  0.3466
H: -1.959828 4.998444 -4.326905  0.1036
H: 5.804796 -0.056240 -4.088064  0.3095
H: -2.327952 0.234111 2.693472  0.3226
H: -0.830982 0.540077 3.632273  0.4332
H: 0.797551 3.607983 2.678647  0.4653
H: -3.758093 -3.602844 -4.733513  0.3053
H: 2.402282 2.948010 2.361117  0.4365
H: -0.651685 6.103826 -3.888914  0.4048
H: -5.735689 0.017618 -0.919023  0.4197
H: 0.305140 -6.400396 5.260479  0.3130
H: -2.389915 7.946721 -3.609405  0.3180
H: 5.720192 -4.466496 4.417259  0.3708
H: -1.226178 -5.519803 5.304288  0.3128
H: 8.211266 0.359712 -4.728098  0.3050
H: -3.756767 -0.691940 1.246896  0.1317
H: 4.002718 -4.888420 4.392233  0.2081
H: -2.596015 -4.935239 -4.751257  0.3420
H: 3.673789 -3.518902 6.487985  0.2812
H: -4.143689 4.473834 -1.885551  0.2295
H: -2.459375 4.007410 -0.475750  0.2064
H: -6.337382 -0.902713 0.441731  0.4663
H: -6.526780 1.409506 0.884293  0.2317
H: 4.734361 -4.918747 6.701415  0.3112
H: 6.808436 -1.510443 -4.109718  0.3684
H: -4.352131 -1.968105 0.152535  0.4059
H: 5.432131 1.906710 -1.418789  0.0514
H: 0.705553 1.186354 2.512306  -0.3425
H: -1.379435 -1.487818 0.282372  0.2648
H: 1.485859 3.726023 1.046049  0.3410
H: -2.535066 -1.279137 -1.050633  0.4200
H: 3.984192 3.229081 -2.834814  0.3924
H: 8.705527 -0.171009 -3.115687  0.3145
H: 3.943003 0.994720 -1.665526  0.1641
H: -0.546852 3.926024 0.740206  0.5686
H: -1.856283 -0.792107 4.029098  0.4381
H: -1.330202 -7.689343 4.004172  0.3335

Force components x, y, z for each atom (eV/Å):
I -0.3 -0.1 -0.7
I 0.2 0.5 0.5
Br 0.2 0.0 0.0
Cl 0.2 0.0 0.0
Cl 0.0 0.0 0.0
Cl -0.3 -0.6 0.3
Cl 0.2 0.4 -0.1
Cl 0.0 0.0 0.0
Cl 0.0 0.0 0.0
Cl 0.1 0.0 -0.2
Cl 0.0 0.0 0.0
Cl 0.0 0.0 0.0
Cl 0.1 0.0 -0.1
Cl 0.0 0.0 0.0
Cl 0.0 0.0 0.0
P -0.5 -0.2 0.3
O 0.3 0.0 -0.3
N -0.2 -0.1 0.1
N 0.1 0.0 -0.4
C -0.2 0.0 -0.3
C 0.3 -0.1 -0.3
C -0.7 -0.2 0.1
C 0.0 -0.1 -0.1
C 0.0 0.3 -0.5
C 0.1 0.2 -0.6
C 0.3 0.3 0.6
C 0.0 0.0 0.0
C 0.0 0.0 0.1
C 0.1 -0.1 -0.1
C 0.0 -0.2 0.1
C 0.0 -0.5 0.5
C 0.0 -0.1 -0.1
C 0.1 0.0 -0.3
C -0.1 -0.1 0.5
C -0.1 -0.2 0.0
C 0.1 -0.1 -0.1
C -0.1 0.0 0.0
C 0.1 0.0 0.0
C 0.2 0.1 -0.2
C 0.1 0.1 0.1
C 0.4 0.6 0.1
C -0.4 -0.2 0.6
C 0.1 0.1 0.0
C 0.0 -0.1 0.0
H 0.0 0.0 0.0
H -0.1 0.0 0.0
H 0.0 -0.1 0.0
H -0.1 -0.2 0.0
H 0.0 0.1 0.0
H 0.1 -0.1 -0.1
H 0.0 0.0 0.1
H 0.1 0.1 -0.1
H -0.1 0.0 0.1
H -0.1 0.0 0.1
H 0.0 0.0 0.0
H 0.0 0.1 -0.1
H -0.1 0.2 -0.2
H 0.0 0.1 0.0
H 0.0 0.0 0.0
H 0.1 0.1 0.0
H 0.0 0.1 0.1
H -0.1 0.0 0.0
H 0.0 0.0 0.0
H 0.0 0.0 0.0
H 0.0 0.1 0.0
H 0.0 0.0 0.0
H 0.0 0.0 0.0
H -0.2 -0.3 0.2
H 0.0 0.0 0.0
H 0.0 0.0 0.0
H 0.0 0.0 0.0
H -0.1 0.2 0.1
H -0.1 -0.4 0.0
H 0.0 0.0 0.1
H 0.0 0.2 0.1
H 0.0 0.0 0.0
H 0.0 0.0 0.0
H 0.2 -0.1 0.1
H 0.0 0.0 0.0
H 0.0 -0.2 -0.1
H 0.0 -0.1 0.0
H 0.3 0.1 0.0
H 0.2 0.1 -0.2
H 0.0 0.0 0.0
H 0.0 0.0 0.1
H 0.0 0.0 0.0
H 0.1 0.0 0.0
H 0.0 0.0 0.0
H 0.0 0.0 0.0

Computed properties:
E_tot: -10197.27269 a.u.
charge: +1

---

[2]
Molecular formula: C25H45BrClPY
Method: DFT, wB97M-V/def2-TZVPD

Each line ends with the Mulliken charge.
Geometry (Å):
Y: 1.057304 -2.340068 1.394695  -0.7346
Br: 3.633980 -2.332625 -0.509144  -0.2502
Cl: 2.120500 -0.913149 3.257443  -0.5326
P: 0.213551 -0.015197 -0.342293  0.9599
C: 2.232033 -3.485686 -0.150723  -1.2544
C: 1.122598 2.655626 2.790363  -0.7956
C: 1.843207 3.783063 2.043796  -0.7010
C: 0.721403 -1.480412 -2.682886  0.0238
C: 0.843279 1.000378 -3.035570  -0.6267
C: -1.257057 -2.139907 4.686691  -0.5734
C: 1.817227 2.378246 -0.095456  -0.4315
C: -0.621485 -3.415902 2.346735  -0.0902
C: -3.887319 1.888515 -2.017429  -0.6854
C: 1.637880 -1.725468 -3.886240  -0.7605
C: 0.303172 1.752856 1.858977  0.0001
C: 1.639042 -0.561838 -4.886484  -0.7457
C: -2.285664 -0.070029 -1.678395  -0.9469
C: -1.466363 0.776544 -0.686177  0.1209
C: 1.052998 -0.130870 -2.021166  -0.2699
C: -1.525370 2.261751 -1.095135  -0.3044
C: -0.544570 -3.509032 4.749470  -0.9368
C: 1.165485 1.238302 0.691049  0.2013
C: -2.980262 2.756254 -1.134634  -1.0302
C: -2.096066 -1.831852 3.388195  -0.6386
C: 0.306836 -3.724302 3.481109  0.5466
C: 1.803377 0.810126 -4.219236  -0.9861
C: -1.533858 -2.506148 2.203096  0.3872
C: 2.634952 3.292753 0.825925  -1.0472
C: -3.752247 0.388604 -1.727442  -0.9130
H: 1.392878 -3.599643 -0.859393  0.4094
H: -0.090236 -3.824671 1.365418  -0.5322
H: 0.780352 -4.722429 3.394251  0.1440
H: -2.998189 3.796625 -1.484925  0.3897
H: -1.790635 -2.134710 1.215691  0.4976
H: 0.695693 -0.573145 -5.449689  0.3127
H: 2.446521 -4.274946 0.597079  0.7317
H: 1.037590 2.975513 -0.594733  0.0420
H: -2.150184 -0.722642 3.256783  0.0878
H: 2.519970 4.302346 2.731470  0.3658
H: -3.118818 -2.218404 3.525559  0.4123
H: -0.090504 0.911650 2.449346  -0.5039
H: 0.456901 3.079287 3.551909  0.3978
H: -2.241563 -1.136511 -1.414676  0.2762
H: -4.221529 0.163183 -0.760347  0.3608
H: 1.634055 1.606815 -4.954375  0.3878
H: 1.333661 -2.650075 -4.392495  0.4354
H: -0.565669 2.304445 1.471225  0.2301
H: 1.172308 -2.996362 3.522590  -0.0768
H: -0.950487 2.890581 -0.402649  0.0503
H: 0.848046 -2.305748 -1.974395  -0.5383
H: -0.503386 -1.333475 4.790231  0.1831
H: -1.852324 0.022410 -2.686520  0.1968
H: 2.470318 1.987191 -0.889678  0.2460
H: -1.073673 2.395697 -2.088725  0.1410
H: 3.517592 2.736669 1.168956  0.4079
H: -1.285815 -4.330778 4.728125  0.3555
H: -3.644158 2.073124 -3.072571  0.3246
H: 1.853480 2.023457 3.312220  0.2918
H: 2.123170 -0.141902 -1.744525  0.5434
H: 0.097690 -3.571921 5.643766  0.3647
H: 2.663165 -1.883987 -3.521972  0.2530
H: -1.952105 0.703862 0.305339  0.4149
H: 1.101173 4.523132 1.714771  0.2728
H: 1.964640 0.616350 1.140590  0.6121
H: 1.010965 1.990245 -2.587915  0.1663
H: 2.444536 -0.710601 -5.615310  0.3940
H: -4.286398 -0.191093 -2.490036  0.3964
H: 2.997332 4.150197 0.247043  0.4075
H: 2.835896 0.917731 -3.856769  0.3719
H: -0.192723 0.981481 -3.408178  0.2698
H: -1.952011 -2.089510 5.548441  0.4049
H: -0.334642 -1.490613 -2.996089  0.3459
H: -4.929676 2.195726 -1.876482  0.3890
H: -3.371766 2.754917 -0.107493  0.3818

Force components x, y, z for each atom (eV/Å):
Y -0.6 3.8 0.6
Br 1.4 0.7 -0.6
Cl 0.6 0.9 0.4
P 0.5 -0.1 -0.2
C -1.2 -1.6 0.3
C 0.1 -0.2 -0.1
C -0.1 0.0 -0.1
C 0.2 0.0 0.0
C 0.2 0.0 -0.2
C -0.4 0.5 0.1
C -0.1 0.3 0.1
C 5.5 -5.2 -1.5
C 0.1 0.0 -0.1
C 0.1 0.1 0.0
C 0.0 0.1 0.1
C -0.1 0.0 0.0
C -0.1 0.1 0.0
C 0.2 -0.1 0.3
C -0.1 0.5 0.4
C 0.0 0.0 -0.2
C 0.4 -0.2 -0.4
C -0.1 -0.2 -0.4
C 0.1 -0.1 0.1
C 0.0 0.1 1.1
C -0.7 -0.1 0.6
C -0.1 0.0 0.0
C -2.3 4.0 -1.0
C 0.1 -0.2 0.0
C 0.2 0.0 0.2
H 1.0 -0.6 -0.1
H -2.9 -1.6 0.8
H -0.6 0.4 0.2
H -0.1 -0.1 0.1
H -0.4 -0.3 -0.2
H 0.0 0.0 0.1
H 0.2 0.0 -1.2
H 0.2 -0.1 0.1
H -0.1 -0.9 0.1
H -0.1 0.0 -0.1
H -0.2 0.2 0.3
H 0.1 0.1 -0.3
H 0.1 0.0 0.0
H 0.0 0.2 0.0
H 0.0 0.0 -0.1
H 0.1 -0.1 0.0
H 0.1 0.1 0.0
H 0.2 0.0 0.1
H -0.2 -0.5 0.4
H -0.2 -0.2 -0.2
H -0.1 0.3 -0.2
H -0.2 -0.4 0.0
H -0.1 0.0 0.2
H -0.2 0.0 0.2
H -0.1 0.0 0.2
H -0.1 0.1 0.0
H 0.2 0.3 0.4
H 0.0 0.0 0.1
H -0.1 0.1 -0.1
H -0.3 -0.1 -0.1
H -0.4 0.0 -0.1
H -0.2 0.0 0.0
H 0.0 -0.1 -0.2
H 0.0 0.0 0.0
H -0.2 0.3 -0.2
H -0.1 -0.3 -0.1
H -0.1 0.0 0.0
H 0.0 0.1 0.1
H 0.1 0.0 0.1
H -0.1 0.0 0.0
H 0.2 0.0 0.1
H 0.4 0.2 -0.2
H 0.3 0.0 0.0
H 0.1 0.0 -0.1
H 0.0 0.0 -0.1

Computed properties:
charge: -1
relative energy (zero: lowest compared OMol25 entry of this formula, charge and spin): 346.1 kJ/mol

---

- The lowest charge belongs to which entry?
  C25H45BrClPY

---

- Which formula does entry 2 have?
  C25H45BrClPY